Formula: C7H10
Source: the OMol25 dataset
Level of theory: ωB97M-V/def2-TZVPD

Each line ends with the natural charge from an NBO analysis.
CARTESIAN COORDINATES (ANGSTROEM)
C1 1.621 -0.724 0.398  -0.232
C2 -1.986 -0.316 -0.141  -0.433
H1 -1.858 1.892 0.023  0.210
C3 1.641 0.766 0.574  -0.418
H2 -1.687 1.293 -1.655  0.209
C4 -1.553 1.026 -0.593  -0.441
C5 0.507 -0.035 1.161  -0.238
H3 2.371 1.235 1.229  0.221
H4 1.080 -0.528 -1.692  0.201
C6 -0.486 -0.213 -0.021  0.011
H5 2.440 -1.332 0.800  0.225
H6 0.363 -0.089 2.242  0.224
H7 -2.590 -0.334 0.762  0.214
H8 0.456 -2.048 -1.066  0.215
H9 1.367 1.360 -0.295  0.213
H10 -2.365 -0.953 -0.935  0.213
C7 0.677 -1.000 -0.793  -0.394

## Properties
- Charge: 0
- Spin multiplicity: 1
- Relative energy (zero: lowest compared OMol25 entry of this formula, charge and spin): 77.8 kcal per mole

Formula: C7H41NO13
Source: the OMol25 dataset
Level of theory: ωB97M-V/def2-TZVPD

Each line ends with the natural charge from an NBO analysis.
CARTESIAN COORDINATES (ANGSTROEM)
O1 -3.695 -2.456 -2.348  -0.953
O2 1.840 -1.449 -3.660  -0.955
H1 -0.753 -0.997 -4.433  0.498
O3 -1.737 -3.372 2.695  -0.972
H2 -1.899 3.141 2.384  0.221
C1 1.781 1.009 -0.628  -0.435
H3 0.722 -1.089 -1.637  0.159
N1 2.883 -0.813 0.441  -0.838
H4 2.978 4.098 0.074  0.498
H5 -2.800 1.941 -1.806  0.480
H6 1.408 3.098 3.781  0.463
H7 3.235 -1.181 -0.449  0.345
H8 0.835 -2.241 -0.190  0.240
O4 2.013 -3.788 2.295  -0.966
H9 3.000 1.918 2.201  0.489
H10 -3.100 -3.056 -2.851  0.478
H11 -3.507 1.633 -3.093  0.476
H12 -0.460 -2.364 -3.784  0.484
H13 0.027 3.764 0.509  0.248
H14 -1.579 2.161 -3.749  0.490
H15 1.090 -0.060 1.071  0.167
H16 -2.026 -3.167 1.811  0.499
O5 0.644 -3.148 4.425  -0.953
C2 0.564 1.663 -1.291  -0.454
H17 -3.903 -3.232 -0.441  0.494
H18 -0.719 2.209 -4.989  0.468
H19 2.671 0.975 -1.312  0.200
H20 -3.164 -1.667 -2.427  0.482
H21 -0.418 -0.811 -0.477  0.205
C3 0.655 -1.228 -0.560  -0.612
H22 -2.479 -3.042 3.263  0.481
O6 2.130 4.583 0.164  -0.959
H23 2.838 -1.572 1.122  0.377
O7 -0.800 1.767 -4.146  -0.975
H24 1.779 -3.075 2.886  0.482
H25 4.297 1.463 1.456  0.491
H26 -1.240 0.758 1.580  0.478
H27 1.296 -4.420 2.339  0.472
H28 0.671 2.755 -1.558  0.243
O8 -3.035 2.331 -2.647  -0.933
C4 1.583 -0.276 0.115  -0.061
C5 -0.654 2.873 0.521  -0.205
O9 1.116 2.191 3.806  -0.942
C6 -1.885 3.112 1.255  -0.694
O10 3.613 2.151 1.498  -0.971
H29 2.719 -1.106 -3.867  0.480
H30 0.519 -2.268 4.812  0.468
H31 -2.392 4.132 1.091  0.225
H32 -2.790 -4.087 -0.929  0.465
O11 -1.046 0.338 2.431  -0.944
H33 0.130 1.031 -2.143  0.214
O12 -3.235 -3.886 -0.106  -0.962
H34 -0.399 -0.322 2.176  0.463
H35 -2.846 2.593 1.130  0.221
O13 -1.173 -1.765 -4.042  -0.980
H36 -1.430 1.153 -0.556  0.173
H37 -0.005 -3.091 3.713  0.490
H38 1.556 -1.047 -2.846  0.466
H39 2.059 4.921 1.051  0.469
H40 2.097 1.797 0.133  0.260
C7 -0.578 1.830 -0.296  -0.221
H41 0.196 2.261 4.056  0.482

## Properties
- Charge: 0
- Spin multiplicity: 1
- Relative energy (zero: lowest compared OMol25 entry of this formula, charge and spin): 107.9 kcal per mole

Formula: C4H5ClFNS
Source: the OMol25 dataset
Level of theory: ωB97M-V/def2-TZVPD

Each line ends with the natural charge from an NBO analysis.
CARTESIAN COORDINATES (ANGSTROEM)
N1 -0.062 -0.338 0.265  -0.428
H1 -1.431 -1.613 -0.205  0.219
C1 -0.867 0.712 0.275  0.610
H2 1.804 -0.600 1.123  0.215
C2 -0.428 -1.651 -0.298  -0.394
H3 1.701 -0.471 -0.765  0.197
Cl1 -0.999 3.529 0.249  0.070
C3 -0.242 2.095 -0.116  -0.483
S1 1.484 1.758 0.197  0.220
H4 0.172 -2.377 0.224  0.213
F1 -2.219 0.630 0.193  -0.307
C4 1.325 -0.063 0.201  -0.326
H5 -0.238 -1.610 -1.342  0.194

## Properties
- Charge: 0
- Spin multiplicity: 1
- Relative energy (zero: lowest compared OMol25 entry of this formula, charge and spin): 51.2 kcal per mole

Formula: C13H52F6O13P
Source: the OMol25 dataset
Level of theory: ωB97M-V/def2-TZVPD

Each line ends with the Löwdin charge.
CARTESIAN COORDINATES (ANGSTROEM)
C1 3.104 -0.202 2.664  -0.231
O1 2.604 -3.753 2.461  -0.118
O2 1.228 -1.492 -1.969  0.017
H1 2.870 -0.959 4.761  0.067
O3 2.719 1.181 -3.351  -0.122
H2 -0.938 1.641 2.640  0.068
C2 -0.617 3.753 -1.191  -0.196
F1 1.962 0.693 -0.184  -0.107
H3 1.987 2.110 -1.672  0.066
H4 -1.429 4.400 -0.862  0.092
H5 1.100 3.899 -0.235  -0.080
H6 1.807 0.892 -3.423  -0.239
O4 0.596 4.334 -0.927  -0.101
H7 3.178 0.869 -1.391  0.067
H8 1.125 2.813 2.389  0.092
H9 -3.040 0.987 1.042  0.094
F2 0.383 0.205 -1.579  -0.063
C3 -2.671 -2.765 1.534  -0.284
H10 1.774 1.969 0.283  -0.012
H11 -3.770 -1.732 0.298  -0.072
H12 0.826 -2.003 2.377  0.068
H13 -1.718 1.042 -1.183  0.066
H14 3.510 -4.030 2.309  0.084
H15 1.975 -1.977 3.534  0.043
H16 1.433 0.451 1.823  -0.306
H17 -0.678 2.829 -0.616  -0.055
H18 2.311 -3.822 0.480  0.127
C4 2.831 -1.334 3.739  -0.054
H19 3.750 -1.907 3.619  0.065
C5 2.161 -3.092 1.276  -0.267
H20 -2.112 -0.588 -0.161  -0.101
O5 2.033 0.740 2.514  -0.078
F3 0.847 -1.150 0.167  -0.162
H21 0.858 4.326 1.638  0.120
H22 -3.515 2.667 0.654  0.101
C6 -2.778 -1.205 -2.857  -0.026
H23 -4.556 1.214 -1.606  0.152
H24 0.746 0.677 -2.335  -0.244
H25 -2.613 -2.208 -2.462  0.096
O6 -0.357 -1.208 -3.233  0.045
H26 -3.588 -0.703 -2.328  0.061
H27 -2.821 -3.384 2.419  0.106
H28 -3.399 -0.388 -0.934  -0.089
H29 -2.993 -1.329 -3.918  0.082
O7 2.915 -1.550 -0.827  -0.091
H30 -1.624 0.538 -3.072  0.145
H31 -0.670 -2.235 2.325  0.037
H32 0.218 0.090 -3.627  0.031
F4 -1.172 -0.018 0.232  -0.189
H33 -0.586 3.409 -2.225  0.096
C7 -1.546 -1.825 1.823  -0.110
H34 2.299 -1.156 -0.209  -0.041
P1 0.383 0.403 0.030  0.559
O8 -3.753 0.727 -1.408  -0.080
C8 -1.440 -0.438 -2.623  -0.156
O9 1.714 2.920 0.400  -0.092
F5 0.526 0.494 1.677  0.037
H35 0.796 -1.358 -1.125  -0.015
H36 -1.824 2.174 0.809  0.048
H37 0.264 -2.400 0.663  0.079
O10 -3.855 -2.065 1.194  -0.115
O11 -2.956 -0.999 -0.345  -0.042
F6 -0.104 1.887 -0.121  -0.184
C9 0.732 -2.745 1.585  -0.138
H38 -1.948 -0.953 2.339  0.093
H39 -0.186 2.853 1.175  0.067
H40 -1.270 -1.366 0.873  0.041
H41 2.441 -1.568 -1.659  -0.084
H42 -1.220 -0.331 -1.560  0.089
C10 2.934 1.712 -2.037  -0.125
C11 -2.658 1.578 -1.053  -0.207
H43 0.525 -1.411 -2.614  -0.184
O12 -1.414 0.870 2.329  -0.087
H44 4.017 0.355 2.872  0.105
O13 0.727 0.824 -3.281  0.104
H45 2.788 -2.208 1.161  0.070
H46 -0.846 0.492 1.658  -0.046
H47 3.229 -0.631 1.670  0.081
H48 -2.439 -3.443 0.712  0.110
H49 3.809 2.355 -1.931  0.091
H50 -0.412 -1.423 -4.167  0.176
C12 -2.804 1.868 0.444  -0.025
H51 0.156 -3.590 1.962  0.115
H52 -2.668 2.452 -1.704  0.131
C13 0.789 3.254 1.451  -0.066

## Properties
- Charge: -1
- Spin multiplicity: 1
- E: -66501.8531 eV

> Which value of charge does entry 3 give?

0

> spin multiplicity of number 3 (C4H5ClFNS)?

1

> Among the records above, which one has the lowest charge?

C13H52F6O13P